{
  "formula": "C31H55DyO6Si",
  "method": "wB97M-V/def2-TZVPD",
  "elements": ["O", "C", "C", "H", "H", "C", "H", "H", "C", "H", "H", "H", "C", "H", "H", "H", "Dy", "C", "C", "C", "H", "C", "C", "H", "H", "H", "H", "C", "C", "C", "H", "C", "C", "H", "H", "H", "H", "O", "C", "C", "H", "H", "C", "H", "H", "C", "H", "H", "H", "H", "C", "C", "C", "C", "O", "Si", "O", "O", "C", "C", "C", "C", "O", "C", "C", "C", "C", "H", "H", "H", "H", "H", "H", "H", "H", "H", "H", "H", "H", "H", "H", "H", "H", "H", "H", "H", "H", "H", "H", "H", "H", "H", "H", "H"],
  "coordinates": [[-0.169, -0.166, -2.832], [0.854, -0.799, -3.713], [0.443, 0.002, -4.932], [0.639, -1.871, -3.782], [1.862, -0.597, -3.337], [-0.727, 0.493, -4.053], [0.158, -0.583, -5.812], [1.153, 0.800, -5.192], [-2.045, -0.129, -4.471], [-1.950, -1.217, -4.553], [-2.326, 0.260, -5.461], [-2.845, 0.139, -3.770], [-0.857, 1.993, -3.917], [0.118, 2.482, -3.879], [-1.434, 2.263, -3.028], [-1.395, 2.389, -4.788], [-0.053, -0.071, -0.283], [1.210, 1.950, 0.448], [2.323, 1.068, 0.300], [2.571, 0.907, -1.090], [2.921, 0.692, 1.139], [1.661, 1.740, -1.789], [0.757, 2.328, -0.855], [-0.047, 3.028, -1.074], [0.851, 2.331, 1.404], [3.363, 0.309, -1.543], [1.752, 2.018, -2.840], [-2.325, -0.301, 1.035], [-2.315, 0.927, 0.311], [-2.351, 0.604, -1.072], [-2.367, 1.927, 0.754], [-2.338, -0.832, -1.195], [-2.325, -1.388, 0.112], [-2.340, -2.451, 0.377], [-2.462, -0.383, 2.114], [-2.550, 1.320, -1.864], [-2.432, -1.406, -2.116], [0.505, -1.233, -7.972], [-0.043, -0.365, -8.989], [0.332, -0.893, -10.387], [0.352, 0.654, -8.830], [-1.136, -0.326, -8.852], [1.340, -2.038, -10.121], [0.762, -0.103, -11.003], [-0.562, -1.281, -10.880], [1.230, -2.308, -8.607], [2.353, -1.700, -10.362], [1.120, -2.930, -10.708], [2.216, -2.390, -8.124], [0.687, -3.251, -8.428], [3.421, -1.333, 4.524], [2.045, -1.957, 4.302], [1.966, -2.692, 2.971], [1.715, -2.915, 5.442], [1.059, -0.903, 4.354], [0.203, 0.052, 3.340], [0.283, -0.369, 1.789], [-1.333, 0.007, 3.949], [-2.000, -0.855, 4.944], [-2.163, -2.245, 4.342], [-1.162, -0.942, 6.213], [-3.344, -0.177, 5.234], [0.783, 1.581, 3.538], [0.356, 2.852, 4.123], [-0.239, 3.756, 3.044], [-0.668, 2.633, 5.222], [1.599, 3.506, 4.715], [4.197, -2.107, 4.465], [3.469, -0.865, 5.517], [3.635, -0.568, 3.769], [2.680, -3.525, 2.988], [0.967, -3.118, 2.812], [2.218, -2.042, 2.125], [1.832, -2.418, 6.414], [0.689, -3.292, 5.351], [2.384, -3.784, 5.413], [-1.177, -2.689, 4.154], [-2.702, -2.900, 5.042], [-2.725, -2.211, 3.401], [-1.074, 0.033, 6.703], [-1.609, -1.657, 6.920], [-0.150, -1.295, 5.972], [-3.191, 0.749, 5.805], [-3.873, 0.078, 4.309], [-3.994, -0.835, 5.828], [-1.059, 3.261, 2.511], [-0.642, 4.665, 3.513], [0.526, 4.081, 2.333], [-0.254, 2.003, 6.017], [-0.936, 3.602, 5.672], [-1.581, 2.180, 4.827], [1.986, 2.917, 5.553], [2.386, 3.621, 3.960], [1.335, 4.504, 5.089]],
  "forces_ev_per_a": [[0.84, -0.54, -1.78], [-0.07, -0.04, 0.79], [-0.18, 0.17, 0.24], [0.22, 0.12, 0.04], [-0.19, -0.21, 0.05], [-0.32, 0.26, -0.33], [0.16, 0.27, 0.19], [-0.25, -0.31, 0.01], [-0.20, 0.03, 0.01], [-0.12, 0.14, 0.10], [0.15, -0.10, 0.25], [0.12, -0.21, -0.14], [-0.06, 0.30, -0.04], [-0.20, -0.02, 0.09], [0.24, 0.02, -0.20], [0.11, -0.13, 0.10], [1.05, 0.04, 0.04], [0.83, 0.49, -0.10], [-0.38, 0.64, 0.20], [-0.32, 0.40, 0.18], [-0.46, -0.07, -0.53], [-0.13, 0.11, 0.35], [1.11, 0.14, 0.09], [0.28, -0.13, 0.04], [0.05, -0.45, -0.56], [-0.16, 0.25, 0.17], [-0.29, -0.55, 0.28], [-0.92, 0.08, -0.30], [-0.68, -0.75, 0.31], [-0.81, -0.88, -0.08], [0.08, -0.46, -0.24], [-0.94, 0.65, 0.13], [-0.10, 0.85, 0.16], [0.05, 0.50, -0.16], [0.59, 0.07, -0.50], [0.33, -0.32, 0.22], [0.22, 0.28, 0.32], [0.28, -0.14, -1.28], [-0.12, 0.35, 0.32], [-0.14, -0.43, 0.41], [-0.09, -0.36, 0.03], [0.33, 0.00, -0.04], [0.14, 0.63, 0.39], [-0.08, -0.12, 0.00], [0.14, 0.10, -0.05], [-0.19, -0.33, 0.22], [-0.14, -0.13, -0.02], [0.05, 0.09, 0.06], [-0.29, 0.06, -0.14], [0.11, 0.27, 0.03], [0.12, -0.03, 0.00], [-0.52, 0.62, -0.14], [0.29, -0.30, -0.17], [0.05, -0.25, 0.11], [0.83, -0.63, -0.08], [-0.09, 0.03, -0.10], [0.27, -0.41, 0.97], [-0.43, -0.42, 0.60], [0.53, 0.65, -0.57], [-0.15, -0.18, 0.02], [0.29, -0.24, 0.27], [-0.07, -0.02, 0.04], [-0.32, 0.82, 0.18], [0.21, -0.72, -0.17], [-0.04, 0.24, 0.03], [-0.34, 0.22, 0.29], [0.08, 0.15, 0.00], [-0.09, 0.14, 0.03], [-0.04, -0.08, -0.27], [-0.10, -0.13, 0.10], [-0.08, 0.10, -0.04], [0.13, 0.20, 0.02], [-0.14, -0.07, 0.23], [-0.09, -0.12, -0.22], [0.20, 0.13, 0.03], [-0.03, 0.18, 0.04], [-0.21, 0.13, -0.03], [0.12, 0.15, -0.17], [0.10, 0.01, 0.14], [-0.09, -0.13, -0.07], [-0.04, 0.24, -0.13], [-0.60, 0.22, 0.21], [0.01, -0.24, -0.18], [0.15, -0.12, 0.08], [0.20, 0.10, -0.10], [0.17, 0.01, 0.07], [0.07, -0.24, -0.07], [-0.13, -0.11, 0.02], [-0.09, -0.01, -0.17], [0.13, -0.22, -0.13], [0.23, 0.03, 0.11], [-0.03, 0.03, -0.17], [-0.15, -0.10, 0.10], [0.09, -0.18, -0.04]],
  "orbital_gap_ev": [7.56, 7.69],
  "molar_mass_da": 714.4,
  "spin_multiplicity": 6,
  "e_tot_ha": -2840.37421
}

=====

{
  "formula": "C14H10FN2O2S",
  "method": "wB97M-V/def2-TZVPD",
  "elements": ["O", "S", "O", "F", "C", "C", "C", "C", "C", "C", "C", "C", "C", "N", "C", "C", "C", "C", "C", "N", "H", "H", "H", "H", "H", "H", "H", "H", "H", "H"],
  "coordinates": [[-0.989, -0.766, 5.003], [-1.495, -0.240, 3.785], [-2.801, -0.635, 3.396], [-1.393, 1.286, 3.708], [-0.410, -0.752, 2.479], [-0.381, -0.143, 1.272], [0.492, -0.666, 0.277], [0.581, -0.134, -1.037], [-0.273, 1.004, -1.517], [0.252, 1.905, -2.432], [-0.571, 2.918, -2.890], [-1.861, 2.999, -2.405], [-2.271, 2.054, -1.486], [-1.519, 1.050, -1.039], [1.478, -0.710, -1.905], [2.293, -1.803, -1.570], [2.213, -2.338, -0.321], [1.320, -1.772, 0.607], [1.216, -2.327, 1.891], [0.385, -1.816, 2.776], [-1.019, 0.707, 1.109], [1.260, 1.815, -2.800], [-0.197, 3.616, -3.624], [-2.516, 3.780, -2.756], [-3.279, 2.123, -1.096], [1.555, -0.314, -2.906], [2.956, -2.225, -2.308], [2.847, -3.176, -0.065], [1.814, -3.183, 2.162], [0.316, -2.257, 3.690]],
  "forces_ev_per_a": [[0.73, 0.74, -0.07], [-1.44, -2.32, 0.13], [0.12, 0.76, -0.26], [0.34, 0.28, 0.10], [0.03, 0.91, 0.31], [0.30, -0.46, 0.38], [-0.12, 0.29, -0.52], [-0.18, 0.24, -0.08], [0.48, -0.73, 0.36], [-0.34, 0.10, -0.04], [0.20, -0.05, -0.13], [0.37, 0.09, -0.25], [-0.67, 0.03, 0.21], [0.20, 0.54, -0.31], [0.06, 0.06, -0.20], [-0.17, 0.06, 0.17], [0.32, -0.06, -0.33], [-0.20, -0.16, 0.54], [0.06, 0.20, -0.44], [0.26, -0.61, 0.01], [-0.01, 0.02, -0.27], [0.16, 0.02, 0.07], [-0.04, 0.13, -0.02], [-0.21, 0.02, 0.11], [-0.02, -0.18, 0.08], [-0.06, -0.02, -0.10], [0.09, 0.00, -0.06], [-0.11, -0.07, 0.23], [-0.05, -0.05, 0.25], [-0.10, 0.24, 0.13]],
  "orbital_gap_ev": 7.65,
  "molar_mass_da": 289.3,
  "total_charge": 1,
  "relative_energy_kj_mol": 0.0,
  "smiles": "O=S(=O)(F)c1cc2c(-c3ccccn3)cccc2c[nH+]1",
  "spin_multiplicity": 1,
  "e_tot_ha": -1297.30526
}

=====

{
  "formula": "C4H11N3O",
  "method": "wB97M-V/def2-TZVPD",
  "elements": ["C", "C", "C", "N", "C", "N", "N", "O", "H", "H", "H", "H", "H", "H", "H", "H", "H", "H", "H"],
  "coordinates": [[0.955, -0.124, -0.305], [-1.984, 0.871, -0.429], [0.392, -0.491, -1.654], [0.309, 0.708, 0.624], [-1.045, 1.014, 0.748], [1.063, 0.663, 1.824], [1.270, -1.519, 0.641], [-1.469, 1.412, 1.820], [1.981, 0.242, -0.368], [0.552, 1.242, 2.489], [1.299, -0.613, 1.771], [0.478, -2.149, 0.642], [2.089, -2.013, 0.314], [-1.565, 1.279, -1.344], [-2.268, -0.170, -0.582], [-2.890, 1.417, -0.176], [-0.536, -1.051, -1.584], [0.243, 0.397, -2.267], [1.125, -1.115, -2.165]],
  "forces_ev_per_a": [[1.14, -2.18, 1.40], [0.03, 0.26, 0.04], [0.10, 0.01, 0.17], [-1.20, 0.28, 0.15], [0.22, -0.48, 0.21], [0.98, -1.66, -0.48], [-0.49, 1.45, -1.42], [0.07, 0.11, -0.20], [-0.04, -0.02, -0.19], [0.06, -0.74, 0.13], [-0.75, 2.95, 0.47], [-0.12, -0.02, -0.16], [0.03, 0.08, -0.09], [-0.04, -0.08, -0.08], [0.10, -0.03, -0.03], [0.07, 0.04, 0.01], [-0.07, 0.02, -0.04], [-0.06, 0.00, 0.04], [0.01, 0.00, 0.05]],
  "orbital_gap_ev": 8.16,
  "molar_mass_da": 117.2,
  "relative_energy_kj_mol": 318.8,
  "spin_multiplicity": 1,
  "e_tot_ha": -398.43275
}

=====

{
  "formula": "C5H10N3",
  "method": "wB97M-V/def2-TZVPD",
  "elements": ["H", "N", "C", "C", "C", "C", "N", "C", "N", "H", "H", "H", "H", "H", "H", "H", "H", "H"],
  "coordinates": [[-1.036, -1.180, 2.357], [-1.396, -0.368, 1.919], [-0.610, 0.129, 1.090], [0.740, -0.222, 0.610], [1.843, 0.451, 1.462], [0.906, 0.411, -0.796], [-0.104, 0.093, -1.720], [-1.207, -0.245, -1.939], [-2.292, -0.616, -2.469], [-0.908, 1.182, 0.776], [1.026, -1.276, 0.561], [2.866, 0.155, 1.295], [1.629, 0.077, 2.600], [1.416, 1.423, 1.467], [1.000, 1.471, -0.519], [1.837, 0.237, -1.308], [-2.484, -1.594, -2.811], [-3.225, -0.129, -2.575]],
  "forces_ev_per_a": [[0.33, -1.51, 0.35], [-0.69, 0.42, 0.24], [-0.38, 2.39, -0.06], [2.35, -1.38, -1.19], [-2.78, -2.23, 3.75], [1.24, 0.32, 1.50], [-2.71, 0.05, -0.24], [2.39, 0.83, -0.12], [-3.88, -1.86, -1.52], [0.13, -1.02, -0.20], [-0.81, -0.23, 0.02], [0.19, 0.68, -0.69], [0.57, 0.84, -2.59], [1.32, 1.75, 0.27], [-0.87, 0.18, -1.04], [0.55, -0.55, 0.13], [1.11, 1.06, 0.73], [1.94, 0.27, 0.67]],
  "orbital_gap_ev": 9.42,
  "molar_mass_da": 112.2,
  "total_charge": 1,
  "relative_energy_kj_mol": 366.6,
  "smiles": "[H]/N=C\\[C@H](C)CN=C=[NH2+]",
  "spin_multiplicity": 1,
  "e_tot_ha": -360.43545
}

=====

{
  "formula": "C5H8N2",
  "method": "wB97M-V/def2-TZVPD",
  "elements": ["C", "C", "C", "C", "N", "H", "H", "H", "H", "H", "H", "H", "C", "N", "H"],
  "coordinates": [[-2.145, -1.357, 0.028], [-1.248, -0.269, 0.313], [-0.312, 0.596, 0.128], [0.284, 1.777, -0.496], [-0.901, 0.472, 1.551], [-3.165, -0.948, 0.352], [-2.021, -2.263, 0.599], [-2.021, -1.682, -1.037], [0.799, 1.344, -1.327], [1.175, 2.192, 0.014], [-0.406, 2.536, -0.756], [-0.445, -0.224, 2.245], [2.687, -1.433, 0.445], [1.970, -0.763, -0.140], [3.335, -2.114, 0.937]],
  "forces_ev_per_a": [[-1.72, 0.27, -1.01], [1.77, 0.57, 0.50], [-1.46, 0.18, 1.58], [2.24, -1.25, 0.18], [-0.51, -1.23, 1.20], [0.93, -0.80, -1.00], [0.50, -0.13, 0.65], [-0.74, 0.55, 0.75], [-0.01, 0.18, -1.42], [-0.86, -0.15, 0.50], [-0.73, 0.66, -0.23], [0.15, 1.33, -1.64], [-0.04, -0.23, -0.05], [0.31, 0.14, -0.22], [0.17, -0.07, 0.22]],
  "orbital_gap_ev": 7.98,
  "molar_mass_da": 96.1,
  "relative_energy_kj_mol": 470.3,
  "smiles": "CC1=C(C)N1.C#N",
  "spin_multiplicity": 1,
  "e_tot_ha": -304.65635
}